{
  "formula": "C17H18BrN3O5Ru",
  "method": "the ωB97M-V functional and the def2-TZVPD basis",
  "de_lowest_kj_mol": 75.82,
  "s2": 8.789,
  "e_lumo_ev": [-9.805, -13.858],
  "homo_energy_ha": [-0.688, -0.674],
  "total_charge": 3,
  "multiplicity": 6,
  "species": ["Ru", "O", "C", "O", "C", "C", "C", "C", "C", "N", "C", "O", "O", "H", "H", "H", "H", "H", "O", "C", "C", "C", "N", "C", "Br", "C", "H", "H", "H", "H", "C", "C", "C", "C", "C", "N", "H", "H", "H", "H", "H", "H", "H", "H", "H"],
  "positions_angstrom": [[-0.0398, 1.0227, 0.2948], [2.5752, 4.0734, -1.4810], [1.9551, 3.1437, -0.8132], [0.8808, 2.6456, -1.1375], [2.6621, 2.7096, 0.4291], [3.8807, 3.2070, 0.8533], [4.4008, 2.7141, 2.0438], [3.6820, 1.7627, 2.7570], [2.4681, 1.3262, 2.2529], [1.9761, 1.7869, 1.1020], [1.5293, 0.3427, 2.9019], [1.8561, -0.3002, 3.9900], [0.4424, 0.1446, 2.3881], [2.0785, 4.3336, -2.2775], [4.4033, 3.9581, 0.2778], [5.3500, 3.0733, 2.4182], [4.0786, 1.3930, 3.6939], [2.7339, -0.0804, 4.3372], [-4.3917, 2.2659, -4.4277], [-3.4569, 1.8775, -3.6375], [-2.3535, 1.0422, -4.0766], [-1.4015, 0.6839, -3.1260], [-1.4887, 1.0867, -1.8705], [-2.5428, 1.8677, -1.4723], [-2.4632, 2.2671, 0.3468], [-3.5423, 2.3012, -2.2797], [-4.3347, 1.9670, -5.3576], [-2.2850, 0.7184, -5.1092], [-0.5569, 0.0575, -3.3835], [-4.3700, 2.9191, -1.9569], [-0.8895, -3.5952, 2.3060], [-0.8783, -3.5851, 0.7689], [0.2221, -4.4934, 0.2000], [-2.2581, -3.9710, 0.2075], [-0.5810, -2.2027, 0.3396], [-0.3389, -1.1314, -0.0079], [-1.0224, -4.6285, 2.6248], [-1.7090, -3.0005, 2.7070], [0.0496, -3.2282, 2.7198], [0.0438, -5.4993, 0.5789], [1.2158, -4.1822, 0.5215], [0.1962, -4.5240, -0.8884], [-2.4548, -5.0010, 0.5041], [-2.2752, -3.9263, -0.8809], [-3.0463, -3.3421, 0.6191]],
  "mulliken_charge": [0.84, -0.36, 0.42, -0.46, 0.30, -0.42, -0.71, -0.67, 1.08, -0.21, 0.52, -0.41, -0.49, 0.42, 0.55, 0.48, 0.26, 0.31, -0.32, 0.97, -0.39, -0.74, 0.13, 0.26, 0.09, -0.47, 0.39, 0.42, 0.54, 0.53, -1.54, 1.90, -1.57, -1.55, -0.29, -0.40, 0.45, 0.38, 0.35, 0.42, 0.39, 0.41, 0.40, 0.40, 0.39]
}